(1)
Entry from the OMol25 dataset: a molecular structure, C17H34O2P2Ti (ωB97M-V/def2-TZVPD).

Summary:
- Kohn-Sham gap (spin up / spin down) (eV) = 2.878 / 4.862
- <S²> = 2.006
- energy above the lowest of the compared OMol25 structures with the same formula, charge and spin (kcal/mol) = 20.6
- energy (eV) = -63961.5008

```
! wB97M-V def2-TZVPD RIJCOSX def2/J DEFGRID3
* xyz 0 3
P -0.27619 -2.15507 -1.84474
P 0.08994 1.95107 -1.69146
C -0.55036 -0.70333 -2.95632
C 0.33346 0.58597 -2.92206
H -1.62552 -0.45436 -2.93644
H -0.36829 -1.16272 -3.94053
H 1.40890 0.33644 -2.95203
H 0.12778 1.10897 -3.86885
C -1.53341 2.64310 -2.03096
H -1.86311 3.26926 -1.19026
H -2.29386 1.87113 -2.22457
H -1.42696 3.27263 -2.92421
C 1.33090 3.16426 -2.14842
H 0.99015 3.66945 -3.05881
H 2.29480 2.66459 -2.33310
H 1.44496 3.89597 -1.33988
C -1.49448 -3.34628 -2.40087
H -1.57511 -4.15320 -1.66540
H -1.14524 -3.74671 -3.36209
H -2.46940 -2.85248 -2.52388
C 1.35192 -2.80428 -2.24203
H 2.10614 -2.01566 -2.38224
H 1.23454 -3.36215 -3.18072
H 1.68970 -3.49164 -1.45433
Ti 0.13586 -0.06683 2.73574
C 0.28047 1.80040 0.06292
C -0.97178 1.18237 0.69263
C -1.66585 0.11816 -0.07191
C -1.72620 -1.34249 0.43300
C -0.51142 -2.18681 -0.08712
C 0.77600 -1.63385 0.48103
C 1.46510 -0.49504 -0.13731
C 1.51354 0.92938 0.48311
C -0.12476 -1.74722 3.83315
H 0.43088 2.83480 0.43063
H -1.62137 1.91454 1.18948
H -1.18321 0.06156 -1.05749
H -2.70031 0.44630 -0.29815
H -1.79731 -1.41464 1.53401
H -2.66032 -1.78448 0.02847
H -0.66245 -3.24621 0.19548
H 1.38501 -2.33294 1.07049
H 1.02732 -0.33949 -1.13200
H 2.51324 -0.79231 -0.34763
H 1.66384 0.92175 1.60313
H 2.42542 1.41443 0.09042
H 0.69424 -1.81969 4.57584
H -0.08581 -2.62499 3.16028
H -1.10315 -1.72927 4.35138
C 0.78371 2.36568 5.64221
C 0.54699 1.50970 4.46178
O 1.50645 0.86567 3.88906
O -0.62815 1.31361 3.98772
H 1.85514 2.38057 5.84598
H 0.24147 1.93616 6.49305
H 0.41615 3.37625 5.43483
*
```

***

(2)
Entry from the OMol25 dataset: a single C12H15N3O4 molecule (ωB97M-V/def2-TZVPD).

Summary:
- SMILES = CN1CCN(C(=O)/C=C/c2ccc([N+](=O)[O-])o2)CC1
- Kohn-Sham gap (eV) = 7.511
- energy above the lowest of the compared OMol25 structures with the same formula, charge and spin (kcal/mol) = 27.9
- energy (eV) = -25343.4652

```
! wB97M-V def2-TZVPD RIJCOSX def2/J DEFGRID3
* xyz 0 1
C 2.60048 -2.05324 -0.90727
N 3.27503 -0.78658 -1.11807
C 2.42322 0.28755 -1.59986
C 1.98976 1.26276 -0.47579
N 1.89230 0.54709 0.77165
C 0.75327 0.01625 1.28706
O 0.77248 -0.85206 2.14471
C -0.53023 0.57925 0.80195
C -1.63442 -0.17789 0.80486
C -2.94176 0.27188 0.42561
C -3.42278 1.51848 0.05120
C -4.78883 1.36143 -0.20282
C -5.05459 0.02856 0.02986
N -6.26826 -0.68387 -0.07966
O -7.24278 -0.03875 -0.42169
O -6.25829 -1.87074 0.16743
O -3.94306 -0.62358 0.40726
C 3.17133 0.02990 1.22903
C 4.05325 -0.35074 0.01958
H 2.13296 -2.35926 -1.84230
H 1.83666 -2.03817 -0.12056
H 3.35077 -2.79726 -0.64302
H 2.97581 0.85302 -2.35991
H 1.54282 -0.14828 -2.07447
H 2.74045 2.04990 -0.35057
H 1.04266 1.72756 -0.74062
H -0.56861 1.62206 0.52766
H -1.56332 -1.21465 1.10544
H -2.85985 2.42552 -0.02176
H -5.49948 2.09972 -0.51231
H 3.67222 0.78986 1.83908
H 2.96213 -0.83784 1.85788
H 4.64649 0.50955 -0.30327
H 4.74215 -1.14744 0.30371
*
```

***

(3)
Entry from the OMol25 dataset: a molecular structure, C26H31N2O2S3SbV (ωB97M-V/def2-TZVPD).

Summary:
- Kohn-Sham gap (spin up / spin down) (eV) = 7.176 / 6.305
- <S²> = 0.787
- energy above the lowest of the compared OMol25 structures with the same formula, charge and spin (kcal/mol) = 0.0
- energy (eV) = -99270.0675

```
! wB97M-V def2-TZVPD RIJCOSX def2/J DEFGRID3
* xyz 0 2
V -0.10677 0.35946 1.08345
C 0.61814 -1.00482 -3.03765
C 0.83615 -0.55032 -1.61906
N -0.15596 -0.45070 -0.77779
N -1.40759 -0.85971 -1.31633
C -2.28772 -1.07693 -0.40495
S -2.15498 -0.87386 1.32260
S -3.92640 -1.53803 -0.91066
C -3.60732 -2.59763 -2.34416
C -3.28666 -4.01988 -1.97579
C -4.31529 -4.94694 -1.84050
C -4.05109 -6.25590 -1.47010
C -2.74588 -6.65655 -1.22354
C -1.71331 -5.74077 -1.35489
C -1.98189 -4.43300 -1.72967
C 2.20504 -0.21791 -1.19228
C 3.23219 -0.14346 -2.15554
C 4.53635 0.14686 -1.83156
C 4.88054 0.35644 -0.49231
C 3.91585 0.27641 0.48160
C 2.57789 0.00525 0.14917
O 1.71562 -0.03000 1.15322
H -0.07263 -1.83366 -3.08535
H 0.16872 -0.20084 -3.62465
H 1.54370 -1.30741 -3.51740
H -4.54057 -2.56359 -2.90869
H -2.82803 -2.13332 -2.94624
H -5.33708 -4.63672 -2.02695
H -4.86417 -6.96341 -1.37367
H -2.53602 -7.67598 -0.92808
H -0.69201 -6.04367 -1.16343
H -1.17632 -3.72006 -1.81696
H 2.99843 -0.30405 -3.19876
H 5.28848 0.19732 -2.60686
H 5.90365 0.58758 -0.22280
H 4.14576 0.43462 1.52655
C 2.32664 1.61397 5.62059
Sb 1.05841 1.99272 3.93602
C -0.23459 3.38759 4.91267
C -0.21286 0.29831 4.36644
H 1.70948 1.54648 6.51612
H 3.06144 2.40742 5.74425
H 2.85273 0.67151 5.47566
H -0.03266 3.40283 5.98283
H -1.26550 3.07894 4.74470
H -0.10230 4.38892 4.50729
H -0.28175 0.22118 5.45271
H 0.19127 -0.63536 3.97470
H -1.21355 0.44500 3.95830
C -2.23071 4.05107 0.23291
S -1.59616 2.37302 0.11026
O -1.05651 2.16197 1.56292
C -0.12712 2.69521 -0.83235
C -0.16776 2.55296 -2.21647
C 0.99476 2.74660 -2.94234
C 2.18480 3.06279 -2.29369
C 2.21090 3.19585 -0.91623
C 1.04988 3.02414 -0.16950
H -1.50571 4.68079 0.74369
H -3.16498 4.00270 0.78817
H -2.41057 4.40996 -0.78045
H -1.08819 2.26668 -2.71140
H 0.97859 2.63330 -4.01870
H 3.09163 3.19040 -2.86888
H 3.13800 3.42818 -0.40918
H 1.06361 3.12009 0.90898
*
```

***

(4)
Entry from the OMol25 dataset: a molecular structure, C33H34CoN9O2 (ωB97M-V/def2-TZVPD).

Summary:
- Kohn-Sham gap (spin up / spin down) (eV) = 6.538 / 6.544
- <S²> = 0.757
- energy above the lowest of the compared OMol25 structures with the same formula, charge and spin (kcal/mol) = 22.7
- energy (eV) = -89899.2568

```
! wB97M-V def2-TZVPD RIJCOSX def2/J DEFGRID3
* xyz 1 2
Co 0.06139 0.13793 0.46449
C 0.20239 -5.92980 4.63046
C 0.39513 -4.90640 3.53528
C 0.59304 -5.24144 2.23097
C 0.82045 -4.29369 1.18927
C 0.72346 -4.88442 -0.08921
N 1.03935 -4.48942 -1.29602
C 1.95860 -3.44265 -1.72564
C 1.25877 -2.31582 -2.46693
C 2.24566 -1.42910 -3.21444
N 3.57770 -1.40865 -2.59090
C 4.25347 -0.43954 -2.05976
C 3.87902 0.82567 -1.57255
C 4.96431 1.75303 -1.54164
C 4.83534 3.03946 -1.12297
C 5.96352 4.04315 -1.16330
C 3.58083 3.37527 -0.57722
C 2.53673 2.48943 -0.45967
C 1.43455 2.90743 0.39435
N 0.55887 2.17027 0.94037
C -0.28412 2.86360 1.93146
C -0.09181 2.23990 3.29425
C -0.82191 0.92404 3.42204
N -0.26939 -0.15657 2.57567
C -0.03163 -1.22511 3.24263
C 0.38821 -2.55473 2.82721
C 0.25769 -3.52982 3.78904
C 0.83266 -2.87295 1.48949
O 1.12710 -1.96084 0.68445
C 2.59382 1.17381 -1.02308
O 1.59898 0.38192 -0.98339
H 0.52082 -6.92042 4.30466
H -0.84769 -5.99869 4.92683
H 0.77868 -5.66779 5.52027
H 0.57115 -6.29290 1.95396
H 0.23098 -5.84762 -0.09505
H 0.67143 -5.06817 -2.03613
H 2.70712 -3.94096 -2.35418
H 2.44403 -3.04319 -0.84198
H 0.72750 -1.73824 -1.72816
H 0.53065 -2.70306 -3.18409
H 1.87032 -0.41617 -3.29407
H 2.42264 -1.80984 -4.21966
H 4.12452 -2.23682 -2.76497
H 5.31652 -0.66141 -1.99848
H 5.93138 1.41392 -1.90887
H 6.85782 3.61228 -1.61258
H 6.22469 4.38663 -0.15949
H 5.68612 4.92303 -1.74725
H 3.44614 4.37812 -0.17166
H 1.43002 3.97144 0.63440
H -1.32602 2.78093 1.64135
H -0.03044 3.92239 1.95986
H -0.47941 2.91675 4.05895
H 0.97608 2.10067 3.48852
H -1.87030 1.06636 3.15455
H -0.80051 0.61934 4.46860
H -0.21424 -1.17262 4.31751
H -0.02335 -3.21963 4.79382
N -0.79048 2.18198 -1.95891
C -1.96350 1.99142 -1.25089
C -3.16339 2.55063 -1.71216
C -4.31679 2.33714 -0.99945
C -4.27640 1.57313 0.16694
C -3.05717 1.08310 0.55822
N -1.91115 1.29263 -0.11384
H -0.88479 2.43201 -2.92729
H -0.02269 1.56195 -1.74967
H -3.16832 3.12755 -2.62971
H -5.25651 2.74620 -1.35248
H -5.16852 1.34071 0.73166
H -2.97679 0.45889 1.44302
N -1.10709 -1.12769 -0.49189
C -1.98739 -1.85510 -0.25019
C -3.03042 -2.72178 0.01592
C -4.28576 -2.18474 0.44704
N -5.27534 -1.72052 0.81640
C -2.86009 -4.12360 -0.19406
N -2.70655 -5.25515 -0.37085
*
```

***

(5)
Entry from the OMol25 dataset: a single C2H6N2O molecule (ωB97M-V/def2-TZVPD).

Summary:
- SMILES = CNC(N)=O
- Kohn-Sham gap (eV) = 10.661
- energy above the lowest of the compared OMol25 structures with the same formula, charge and spin (kcal/mol) = 8.2
- energy (eV) = -7199.4325

```
! wB97M-V def2-TZVPD RIJCOSX def2/J DEFGRID3
* xyz 0 1
C 0.98600 1.56905 0.54061
N 0.11727 0.41530 0.82762
C -0.29322 -0.36919 -0.23249
N -0.54808 -1.72516 0.02854
O -0.57325 0.12186 -1.31044
H 0.44428 2.50239 0.55646
H 1.82575 1.51689 1.21384
H 1.28360 1.49218 -0.54891
H 0.46654 -0.20720 1.54061
H -0.39209 -2.23470 -0.82793
H 0.01648 -2.09553 0.78391
*
```

***

(6)
Entry from the OMol25 dataset: 2 unconnected molecules or ions with the total composition C3H7O3S2 (ωB97M-V/def2-TZVPD).

Summary:
- Kohn-Sham gap (eV) = 7.919
- energy above the lowest of the compared OMol25 structures with the same formula, charge and spin (kcal/mol) = 12.9
- energy (eV) = -31039.4277

```
! wB97M-V def2-TZVPD RIJCOSX def2/J DEFGRID3
* xyz -1 1
C -0.66773 0.46491 0.66440
C -0.16681 1.45131 -0.41666
O -1.06433 1.91715 -1.14147
O 1.05167 1.75902 -0.37991
C -1.81886 -0.43082 0.22830
S -1.41665 -2.17039 0.51565
S 0.06969 -2.59867 -0.73079
H 0.20551 -0.07959 1.07870
H -0.81878 1.03166 1.59158
H -2.73559 -0.22386 0.77528
H -2.06136 -0.21351 -0.81518
H 1.00023 -1.62066 -0.86716
H 2.16729 0.62991 -0.43538
H 3.38665 0.19002 0.33945
O 2.86906 -0.10649 -0.40681
*
```

***

(7)
Entry from the OMol25 dataset: 2 unconnected molecules or ions with the total composition C5H10O2 (ωB97M-V/def2-TZVPD).

Summary:
- SMILES = C=C[C@@H](C)O.C=O
- Kohn-Sham gap (eV) = 10.152
- energy above the lowest of the compared OMol25 structures with the same formula, charge and spin (kcal/mol) = 57.7
- energy (eV) = -9440.5392

```
! wB97M-V def2-TZVPD RIJCOSX def2/J DEFGRID3
* xyz 0 1
C -1.00411 1.11078 -1.25146
C -0.75954 1.11809 0.05577
C 0.62563 1.00111 0.65816
C 0.65180 0.02094 1.83308
O 1.61061 0.68353 -0.29595
H -0.18684 1.02166 -1.96327
H -2.01336 1.19403 -1.64697
H -1.58341 1.21806 0.76473
H 0.90058 1.99398 1.04000
H -0.08180 0.29151 2.60103
H 0.43118 -0.99824 1.49080
H 1.64771 0.01956 2.28565
H 1.45386 -0.23382 -0.58281
C -0.43757 -2.11355 -1.24267
O 0.76127 -1.95215 -1.25580
H -1.10819 -1.41755 -0.71312
H -0.90780 -2.95795 -1.77718
*
```

***

(8)
Entry from the OMol25 dataset: a molecular structure, C7H18HoI2NO4P2 (ωB97M-V/def2-TZVPD).

Summary:
- Kohn-Sham gap (spin up / spin down) (eV) = 5.785 / 5.983
- <S²> = 6.007
- energy (eV) = -77786.4172

```
! wB97M-V def2-TZVPD RIJCOSX def2/J DEFGRID3
* xyz 2 5
I 0.27162 -0.58210 -5.30606
I -0.29412 1.85867 -4.65888
Ho 0.00217 -0.11738 -0.13995
P -2.37920 -0.18358 -0.13374
C -3.29120 1.31488 0.25798
C -2.97794 -0.71558 -1.74867
H -4.06013 -0.87087 -1.69997
H -4.05644 -1.54767 0.91243
H -2.47693 -1.65047 -2.03161
H -2.47214 -2.38810 0.82230
H -3.03739 2.11114 -0.45221
H -2.74545 0.04295 -2.50468
C -2.97371 -1.43311 1.02732
H -4.36504 1.10818 0.20541
H -2.74147 -1.13538 2.05717
H -3.03570 1.66626 1.26577
P 2.38433 -0.10017 -0.12647
C 3.24234 1.42834 0.27087
C 3.01842 -1.33058 1.03413
H 2.54024 -1.55980 -2.02607
H 4.09335 -0.72412 -1.68892
H 2.74869 0.14234 -2.49614
C 3.00647 -0.60803 -1.73998
H 2.54915 -2.30142 0.82729
H 4.10453 -1.40877 0.92083
H 4.32290 1.25862 0.22390
H 2.96967 1.77031 1.27740
H 2.77480 -1.04187 2.06387
H 2.96517 2.21591 -0.44036
C -0.03406 1.87792 0.38766
O -0.05298 2.91051 0.66330
O -0.00005 -1.08785 3.88182
N -0.00001 0.00152 3.28847
O 0.00003 1.08606 3.87929
O 0.00011 -0.00676 1.92652
*
```

***

Max |F| for the records above, in order: 0.083, 0.033, 0.019, 0.033, 0.043, 0.049, 0.011, 0.143 hartree/bohr